{
  "formula": "C13H34B3N6O11P",
  "method": "the ωB97M-V functional and the def2-TZVPD basis",
  "e_tot_ha": -2088.051632,
  "de_lowest_kj_mol": 0.0,
  "e_homo_ha": -0.3269,
  "largest_force_ev_per_a": 1.0,
  "homo_lumo_gap_ev": 8.75,
  "symbols": ["N", "P", "O", "O", "B", "O", "B", "O", "B", "C", "O", "N", "O", "O", "H", "H", "H", "H", "H", "H", "C", "N", "C", "C", "O", "H", "H", "H", "H", "H", "H", "H", "C", "N", "C", "C", "O", "H", "H", "H", "H", "H", "H", "H", "C", "N", "C", "C", "O", "H", "H", "H", "H", "H", "H", "H", "C", "N", "C", "C", "O", "H", "H", "H", "H", "H", "H", "H"],
  "positions_angstrom": [[-2.48510, -1.89595, 1.41457], [-2.34084, -1.35533, -0.02691], [-1.39195, -2.21168, -0.97658], [-3.65359, -1.49529, -0.95324], [-1.75292, 0.50436, -0.00991], [-1.48495, 1.11061, 1.20414], [-2.09613, 2.35600, 1.31154], [-1.96021, 3.19002, 0.23037], [-1.44907, 2.63821, -0.92518], [-0.62904, 3.55710, -1.89584], [-0.57499, 3.07187, -3.25323], [0.44533, 2.09678, -3.49306], [1.49708, 2.44357, -3.13374], [-1.65364, 1.28258, -1.14537], [-2.25868, -1.21300, 2.12632], [-0.53236, -2.36706, -0.54704], [-4.21129, -0.71460, -0.91535], [-2.79115, 2.62825, 2.23118], [-1.11676, 4.53355, -1.93670], [0.37802, 3.74162, -1.50234], [-5.26951, 4.47078, -4.39046], [-4.22652, 5.00941, -3.54480], [-3.13608, 5.75631, -4.14998], [-4.22900, 4.83968, -2.20878], [-3.37698, 5.27193, -1.45395], [-4.85730, 3.76832, -5.11741], [-5.78350, 5.26829, -4.93075], [-5.99806, 3.94480, -3.77567], [-2.17928, 5.27428, -3.94857], [-3.09644, 6.76996, -3.75033], [-3.29252, 5.79698, -5.22529], [-5.09274, 4.25395, -1.85024], [-1.41353, -6.86269, 1.43542], [-0.67608, -5.62391, 1.34844], [-0.32208, -4.91308, 2.57093], [-0.31876, -5.09124, 0.17321], [0.29840, -4.04469, 0.05568], [-2.37540, -6.70700, 1.92855], [-0.85173, -7.61112, 1.99867], [-1.59725, -7.24818, 0.43364], [-0.77555, -3.92046, 2.55881], [0.75612, -4.80439, 2.66040], [-0.69293, -5.47744, 3.42379], [-0.65433, -5.67799, -0.69683], [6.00797, 2.73087, -2.60426], [5.77997, 3.54502, -3.77651], [4.42348, 3.72921, -4.26284], [6.78814, 4.14566, -4.44295], [6.64120, 4.83774, -5.43020], [5.66011, 1.70795, -2.76382], [5.48687, 3.14018, -1.73581], [7.07434, 2.70306, -2.38557], [4.33162, 3.36022, -5.28488], [4.15909, 4.78726, -4.26385], [3.73951, 3.18461, -3.61849], [7.77844, 3.94611, -3.99863], [2.33564, -4.21605, 8.12028], [1.87221, -4.64856, 6.82096], [0.59980, -5.33854, 6.70760], [2.58251, -4.43218, 5.69426], [2.22732, -4.78149, 4.58601], [2.45720, -5.06576, 8.79552], [1.63310, -3.51274, 8.57248], [3.29900, -3.72036, 8.01271], [0.73743, -6.33160, 6.27821], [-0.08098, -4.78505, 6.05965], [0.15881, -5.43124, 7.69757], [3.53053, -3.89841, 5.87449]]
}

{
  "formula": "C13H34O10V",
  "method": "the ωB97M-V functional and the def2-TZVPD basis",
  "e_tot_ha": -2212.164358,
  "de_lowest_kj_mol": 132.4,
  "e_homo_ha": -0.1425,
  "largest_force_ev_per_a": 7.7,
  "homo_lumo_gap_ev": 6.55,
  "charge": -1,
  "symbols": ["O", "V", "O", "C", "O", "O", "O", "O", "H", "H", "C", "C", "C", "O", "H", "H", "H", "H", "H", "H", "H", "H", "C", "C", "C", "O", "H", "H", "H", "H", "H", "H", "H", "H", "C", "C", "C", "O", "H", "H", "H", "H", "H", "H", "H", "H", "C", "C", "C", "O", "H", "H", "H", "H", "H", "H", "H", "H"],
  "positions_angstrom": [[0.12369, 1.81165, 0.07466], [0.65123, 0.41061, 0.77034], [-0.55880, -0.62565, 0.98207], [3.18416, -0.26323, 1.38075], [4.11714, -0.38965, 2.24764], [2.11007, -0.96725, 1.66069], [2.87042, 0.87444, 0.88685], [1.24083, -0.29471, -1.30883], [0.76122, 0.19048, -1.99024], [2.03318, -0.62956, -1.73896], [4.23731, 4.33286, -3.52522], [3.74393, 4.13386, -2.06587], [2.36936, 3.49866, -1.98271], [4.61720, 3.13910, -1.49769], [4.56265, 3.45443, -4.08296], [5.17174, 4.90912, -3.49811], [3.60286, 4.92604, -4.18939], [3.84198, 5.03154, -1.45499], [2.15585, 3.04820, -1.01228], [2.21333, 2.72138, -2.73163], [1.59072, 4.25440, -2.12230], [5.44467, 3.55662, -1.24117], [-0.46905, -3.78939, 2.36348], [-0.79220, -4.83064, 1.30578], [-2.02220, -5.65430, 1.54014], [-0.79035, -4.20181, 0.00775], [0.47435, -3.25925, 2.21019], [-0.38857, -4.22560, 3.36152], [-1.23719, -3.01399, 2.32519], [0.03688, -5.55015, 1.26935], [-2.03697, -6.53397, 0.88671], [-2.94511, -5.18366, 1.18746], [-2.08332, -6.01400, 2.56493], [-0.00980, -3.63459, 0.01266], [-0.60854, 3.35050, 4.11834], [-0.93311, 1.97214, 3.57421], [-2.01460, 2.00771, 2.49173], [0.22793, 1.53092, 2.83497], [-0.41487, 4.03113, 3.28844], [0.20907, 3.29110, 4.83400], [-1.55197, 3.74428, 4.50831], [-1.25002, 1.26076, 4.34087], [-2.39928, 1.02253, 2.23300], [-1.73226, 2.59826, 1.62521], [-2.90471, 2.45859, 2.95354], [1.00348, 1.65860, 3.39651], [-2.01525, -1.33618, -3.57114], [-3.18137, -1.13612, -2.58608], [-3.98134, -2.43356, -2.49941], [-2.58399, -0.88348, -1.32446], [-1.62262, -2.34556, -3.42218], [-1.18040, -0.65411, -3.42338], [-2.39700, -1.27428, -4.59454], [-3.71591, -0.22858, -2.86085], [-4.94853, -2.20128, -2.04199], [-3.53061, -3.27079, -1.97115], [-4.29828, -2.80882, -3.47926], [-1.99705, -1.58573, -1.02049]]
}

{
  "formula": "C13H35Al2Cl10CsF6NO4P2",
  "method": "the ωB97M-V functional and the def2-TZVPD basis",
  "e_tot_ha": -7260.404245,
  "e_homo_ha": -0.3808,
  "largest_force_ev_per_a": 12.4,
  "homo_lumo_gap_ev": 3.86,
  "charge": 1,
  "symbols": ["C", "C", "C", "F", "P", "F", "P", "O", "O", "H", "H", "H", "H", "H", "H", "H", "H", "H", "H", "H", "O", "H", "H", "H", "C", "Cl", "Cl", "Cl", "H", "F", "Al", "F", "F", "F", "C", "C", "N", "C", "C", "C", "C", "C", "O", "C", "H", "H", "H", "H", "H", "H", "H", "H", "H", "H", "H", "H", "H", "H", "H", "H", "H", "H", "H", "H", "Al", "Cl", "C", "Cl", "Cl", "Cl", "Cl", "Cl", "Cl", "Cs"],
  "positions_angstrom": [[3.24264, 1.78577, 3.06123], [2.55140, 3.18283, 3.08351], [1.02064, 2.94373, 3.08313], [0.40513, 4.03766, 3.68704], [0.40159, 2.64707, 1.30771], [-0.16688, 2.28735, -0.35431], [-1.49397, 1.81943, 2.13924], [-2.30337, 2.87304, 3.09285], [-1.28791, 0.36429, 2.84297], [3.90067, 1.74888, 3.92567], [2.50629, 0.97524, 3.09313], [3.83229, 1.66268, 2.14689], [2.87129, 3.71203, 2.18316], [2.77785, 3.72322, 4.00353], [0.75835, 2.03575, 3.66579], [1.00972, 1.34431, 1.31272], [1.62100, 3.15775, 0.71834], [-0.13263, 4.00481, 1.21570], [-2.03476, 2.79857, 4.03889], [-0.38745, 0.25054, 3.22167], [2.22254, 4.69454, -1.27655], [2.78805, 4.31035, -1.98654], [1.27236, 4.44845, -1.39516], [2.34176, 5.66803, -1.21639], [5.12962, 0.98743, 7.14399], [5.60575, -0.68383, 6.89880], [5.74564, 2.02482, 5.87115], [3.33919, 1.14911, 7.16613], [5.52038, 1.31688, 8.09910], [6.88721, 2.57515, 2.75806], [7.05361, 1.53248, 1.40432], [7.63224, 0.00900, 1.91299], [8.12179, 2.22771, 0.26562], [5.48057, 1.35323, 0.68527], [-2.64948, -3.02883, -0.91983], [-3.18304, -1.84406, -1.69541], [-2.11398, -0.90071, -2.22150], [-1.33937, -0.36121, -1.03936], [-2.76366, 0.31619, -2.83798], [-3.61943, 0.09575, -4.07463], [-1.09107, -1.56495, -3.12902], [-1.58917, -2.35468, -4.32762], [-2.38391, -3.44471, -3.92870], [-3.31063, -3.86529, -4.92623], [-2.17527, -2.72498, 0.01190], [-3.48437, -3.67594, -0.65292], [-1.94306, -3.62881, -1.49093], [-3.82271, -1.24436, -1.04667], [-3.78550, -2.17322, -2.53412], [-2.04784, 0.07409, -0.32152], [-0.64513, 0.39425, -1.39705], [-0.78189, -1.17321, -0.58429], [-1.95859, 1.01567, -3.06671], [-3.37656, 0.74893, -2.04700], [-3.01520, 0.07168, -4.97846], [-4.29033, 0.94738, -4.19253], [-4.23740, -0.79739, -4.02805], [-0.51955, -2.23105, -2.48571], [-0.43195, -0.76512, -3.46763], [-0.70831, -2.75390, -4.84740], [-2.11229, -1.72645, -5.04765], [-2.96935, -3.61512, -5.93269], [-4.27904, -3.38934, -4.73808], [-3.42801, -4.94381, -4.85504], [1.32796, 0.09384, 6.01473], [-3.14332, 5.06650, 3.27496], [-1.62430, -7.55515, -3.66803], [-2.53404, -6.61552, -2.47489], [-1.15255, -9.10131, -2.96523], [-2.63713, -7.83596, -5.09083], [-0.17618, -6.65380, -4.14321], [-2.96708, -0.50436, 1.46476], [-0.33286, -1.85923, 6.72940], [-0.93700, 4.53990, -0.13855]]
}